The following is a DFT calculation (ωB97M-V/def2-TZVPD) of a structure of composition C34H22BrN6O3Ta.

CARTESIAN COORDINATES (ANGSTROEM)
1 Ta 0.009 0.130 0.047
2 O -3.061 -2.440 1.078
3 C -2.125 -1.953 0.495
4 N -1.827 -0.623 0.363
5 C -2.842 0.331 0.202
6 C -4.091 0.312 0.804
7 C -5.008 1.297 0.474
8 C -4.694 2.265 -0.468
9 C -3.450 2.290 -1.081
10 C -2.500 1.331 -0.741
11 N -1.184 1.208 -1.229
12 C -0.788 1.867 -2.356
13 O -1.458 2.519 -3.122
14 C 0.704 1.729 -2.569
15 C 1.323 2.377 -3.629
16 C 2.698 2.258 -3.772
17 C 3.402 1.487 -2.855
18 C 2.706 0.866 -1.830
19 N 1.386 0.988 -1.684
20 C -1.135 -2.787 -0.285
21 C -1.301 -4.160 -0.406
22 C -0.447 -4.864 -1.244
23 C 0.533 -4.170 -1.939
24 C 0.626 -2.796 -1.762
25 N -0.188 -2.122 -0.957
26 H -4.348 -0.471 1.498
27 H -5.974 1.304 0.953
28 H -5.431 3.004 -0.740
29 H -3.227 3.037 -1.825
30 H 0.715 2.957 -4.309
31 H 3.215 2.758 -4.576
32 H 4.471 1.363 -2.932
33 H 3.212 0.253 -1.095
34 H -2.094 -4.640 0.148
35 H -0.564 -5.930 -1.362
36 H 1.211 -4.674 -2.610
37 H 1.359 -2.213 -2.303
38 Br 2.623 -5.766 3.677
39 C 2.310 -4.190 2.678
40 C 2.975 -3.991 1.463
41 C 2.769 -2.835 0.744
42 C 1.856 -1.860 1.174
43 O 1.637 -0.770 0.465
44 C 1.176 -2.066 2.412
45 C 0.364 -1.049 2.998
46 N -0.029 0.021 2.381
47 C -0.579 1.115 3.049
48 C -1.071 1.126 4.343
49 C -1.479 2.321 4.948
50 C -1.414 3.510 4.271
51 C -0.951 3.546 2.939
52 C -0.858 4.742 2.201
53 C -0.375 4.698 0.915
54 C 0.007 3.467 0.380
55 N -0.072 2.325 1.042
56 C -0.540 2.337 2.315
57 C 1.445 -3.228 3.157
58 H 3.665 -4.739 1.106
59 H 3.314 -2.661 -0.171
60 H 0.141 -1.180 4.057
61 H -1.143 0.214 4.917
62 H -1.825 2.297 5.969
63 H -1.715 4.433 4.739
64 H -1.138 5.679 2.659
65 H -0.294 5.587 0.311
66 H 0.398 3.418 -0.629
67 H 0.969 -3.372 4.114

Atomic forces in eV per Å
Ta -1.1146 0.7183 0.9880
O 0.2465 0.2492 -0.1950
C 0.0863 -1.1097 0.0061
N 0.3815 0.1075 -0.0289
C -0.2101 0.8822 -0.3404
C -0.0656 0.0433 0.1817
C 0.1369 -0.1168 0.0163
C 0.1542 0.0109 -0.0665
C 0.1011 0.2243 -0.0061
C -0.5996 -0.3612 0.5159
N 0.0250 -0.1656 -0.4084
C 0.4600 0.3154 -0.7445
O 0.1963 -0.2556 0.3526
C 0.0661 0.3827 -0.6786
C -0.1964 -0.1787 0.2848
C 0.0013 -0.1653 0.2518
C -0.2386 0.0133 -0.0230
C 0.5028 -0.2060 0.1345
N -0.9111 -0.2189 0.5536
C -0.2645 -0.6633 -0.1466
C 0.0845 0.3223 0.1238
C 0.0186 0.2069 0.0126
C -0.1718 0.1654 0.1367
C 0.3018 -0.0831 -0.2391
N -0.2983 1.0640 0.6593
H 0.0328 -0.0232 0.0944
H -0.1196 -0.0579 -0.0110
H -0.0236 0.0874 -0.0226
H -0.0058 0.0121 0.0058
H -0.0419 0.0070 -0.0066
H 0.0348 0.0459 -0.1109
H 0.0402 -0.0105 0.0431
H -0.0206 0.0415 -0.0293
H -0.0498 -0.0149 0.0337
H 0.0377 -0.1087 -0.0229
H 0.0095 0.0116 -0.0670
H 0.0961 0.0044 0.0309
Br -0.0545 0.2741 -0.1848
C -0.0409 -0.1036 0.1062
C -0.1456 0.0186 0.3666
C -0.3275 0.6193 -0.0937
C 0.1838 -1.7686 1.3782
O 0.9746 0.8381 -0.8427
C 0.5192 -0.3118 -0.8048
C -0.1206 0.5278 0.0710
N 0.3899 -0.7089 -1.1283
C -0.5605 1.0119 0.7061
C 0.2710 -0.1850 -0.6861
C -0.0258 0.3466 -0.0466
C -0.0333 -0.2555 0.0823
C 0.1154 -0.3623 -0.1550
C 0.2149 -0.2487 -0.2600
C -0.0449 -0.0543 0.1946
C 0.0374 0.0930 -0.1861
N 0.2058 -1.2477 -0.5401
C -0.2037 0.1236 0.8716
C 0.1077 -0.0898 -0.1693
H 0.0752 -0.0470 -0.0440
H 0.0424 0.0058 -0.1244
H 0.0419 0.1624 -0.0688
H 0.0182 -0.0858 0.0179
H -0.0828 0.0032 0.0509
H -0.0503 0.1092 0.0999
H -0.1076 0.0747 0.0173
H 0.0621 0.0560 -0.0410
H -0.0540 0.0253 0.0339
H -0.0900 0.0030 0.1008

Results
**Max |F|**: 0.0437 Eh/bohr
**Gap between HOMO and LUMO**: 6.4 eV
**Total charge**: +2
**HOMO**: -13.56 eV
**E_tot**: -122283.7627 eV
**Molar mass**: 823.44 u